Entry from the Open Molecules 2025 dataset: a molecular structure, C41H40Li4N8O3 at a distorted geometry (ωB97M-V/def2-TZVPD).

Each line ends with the Mulliken charge.
Positions of all 96 atoms, in Å:
C -10.34 -32.06 -4.06  -0.406
C -9.93 -32.40 -6.78  -0.062
H -3.33 -25.82 -4.63  0.383
H -11.45 -33.86 -4.08  0.465
C -3.78 -31.07 -10.57  -1.162
C -7.18 -32.81 -0.70  -0.510
H -9.44 -26.54 -0.20  0.406
C -3.84 -27.71 -7.26  -0.088
N -7.77 -27.86 -2.86  0.050
C -8.13 -32.01 -11.91  -0.504
C -10.67 -33.35 -6.04  -0.892
H -0.92 -32.92 -10.44  0.446
N -3.35 -31.83 -8.21  0.356
H -5.72 -36.48 -9.52  0.480
C -1.84 -32.44 -10.14  -0.756
C -7.21 -32.40 -10.98  -0.800
H -2.49 -31.85 -12.11  0.427
H -4.75 -30.48 -8.74  0.605
C -3.55 -26.06 -5.66  -0.234
H -6.37 -31.54 0.81  0.498
C -10.80 -33.22 -4.66  -0.475
N -5.19 -34.14 -7.08  0.341
H -8.03 -28.57 -0.90  0.461
C -6.02 -35.86 -8.68  -0.806
H -8.30 -35.35 -6.35  0.461
C -9.01 -31.02 -11.54  -0.489
H -6.61 -33.67 -5.64  0.155
C -9.06 -30.51 -10.23  -0.524
H -4.49 -30.56 -11.20  0.528
H -6.48 -33.18 -11.18  0.522
O -6.11 -30.97 -6.78  -1.264
C -9.05 -26.65 -1.20  -0.780
C -9.40 -25.70 -2.18  -0.236
H -8.11 -32.43 -12.91  0.455
C -7.28 -31.90 -2.93  -0.191
H -9.17 -25.16 -4.31  0.410
H -4.91 -27.11 -9.00  0.447
H -8.04 -36.71 -8.29  0.461
H -10.59 -31.87 -3.03  0.523
H -2.59 -36.22 -3.82  0.416
C -7.23 -36.06 -7.99  -0.659
C -6.39 -30.61 -1.19  -0.631
C -7.50 -32.95 -2.05  -0.844
C -7.36 -35.26 -6.87  -0.479
C -2.22 -32.44 -8.74  -0.438
C -8.86 -25.75 -3.47  -0.805
C -6.63 -31.62 -0.23  -0.991
O -6.82 -29.50 -5.51  -0.950
H -2.77 -35.20 -1.48  0.430
C -3.48 -33.34 -2.28  -0.639
C -5.89 -30.22 -5.82  1.478
H -7.38 -33.58 0.03  0.460
H -6.64 -32.22 -8.85  0.873
H -7.94 -33.85 -2.47  0.585
C -4.55 -25.45 -7.70  -0.261
H -4.32 -24.02 -6.08  0.438
C -9.73 -31.10 -4.89  -0.297
C -4.00 -31.12 -9.18  -0.033
Li -3.40 -28.89 -4.63  0.835
H -7.61 -26.93 -4.72  0.451
H -9.39 -30.16 -4.48  0.370
N -8.18 -30.98 -9.29  0.292
C -2.84 -35.18 -3.67  -0.901
H -2.95 -34.68 -5.81  0.451
H -5.99 -29.64 -0.93  0.712
H -3.90 -28.77 -7.47  0.431
H -9.75 -32.54 -7.83  0.439
Li -4.39 -32.07 -6.38  1.310
N -3.59 -33.08 -4.71  -0.176
H -1.61 -32.94 -7.99  0.457
H -3.73 -32.83 -1.37  0.421
C -2.95 -34.63 -2.38  -0.478
H -9.74 -30.71 -12.28  0.381
C -3.06 -34.33 -4.80  -0.109
H -10.09 -24.90 -1.95  0.401
C -5.05 -34.91 -8.20  -0.337
H -11.10 -34.25 -6.47  0.472
Li -6.25 -29.16 -3.59  0.760
H -5.07 -24.71 -8.29  0.378
H -4.10 -34.75 -8.69  0.422
C -7.25 -31.87 -9.67  -0.523
O -4.81 -30.26 -5.33  -0.829
H -4.11 -31.61 -3.33  0.404
N -9.48 -31.23 -6.22  -0.136
C -2.66 -31.74 -11.04  -0.398
Li -7.93 -30.10 -7.16  0.805
C -4.12 -25.01 -6.47  -0.576
C -4.43 -26.74 -8.10  -0.621
C -8.01 -26.86 -3.72  -0.199
N -6.71 -30.73 -2.51  0.672
C -8.24 -27.77 -1.59  -0.272
C -3.71 -32.60 -3.45  -0.117
H -7.28 -32.14 -3.98  0.349
N -3.53 -27.39 -5.98  -0.296
C -6.39 -34.35 -6.44  -0.019
H -9.84 -29.78 -10.06  0.417

The largest force on an atom is 10.3 eV Å⁻¹. For the energy above the lowest of the compared OMol25 structures with the same formula, charge and spin, the calculation gives 0.0 kcal/mol. As for the HOMO energy: -13.286 eV. The net charge is +2. The gap between HOMO and LUMO is 8.24 eV.